Record 1
69
Properties=species:S:1:pos:R:3:forces:R:3 method="wB97M-V/def2-TZVPD" lumo_energy_ev=-1.0 e_above_lowest_ev=1.0659 e_homo_ev=-8.87 gap_ev=7.9
Ta -0.2502 -0.1046 0.7405 2.348 5.043 -0.426
O 1.9896 -2.5310 0.0239 0.263 -0.118 0.182
C 1.7135 -1.6221 -0.6965 -0.037 0.011 -0.543
O 1.3846 -0.3829 -0.1975 0.461 -1.261 -0.495
C 1.5419 -1.6866 -2.1877 -0.338 0.306 0.318
P -0.2328 -1.1516 -2.5562 0.563 -0.325 -0.550
C -1.0635 -2.7513 -2.8132 -0.164 0.002 0.148
C -0.4664 -3.8698 -3.3947 -0.069 -0.039 -0.039
C -1.1514 -5.0729 -3.4610 -0.038 0.012 -0.040
C -2.4469 -5.1699 -2.9632 0.011 0.075 0.017
C -3.0612 -4.0557 -2.4107 0.057 0.062 -0.033
C -2.3698 -2.8516 -2.3371 -0.047 0.018 0.135
C 0.0115 -0.5462 -4.2716 -0.111 0.217 0.025
C -0.6750 -1.0642 -5.3674 0.093 0.002 0.023
C -0.5289 -0.4869 -6.6247 0.012 0.028 0.019
C 0.2919 0.6175 -6.7988 0.025 -0.029 0.037
C 0.9616 1.1590 -5.7068 -0.034 -0.035 0.028
C 0.8104 0.5882 -4.4523 -0.028 -0.062 -0.064
H 1.7757 -2.6839 -2.5390 0.107 -0.016 -0.074
H 2.1843 -0.9376 -2.6510 0.049 -0.043 -0.032
H 0.5306 -3.8116 -3.8144 0.016 0.015 0.046
H -0.6737 -5.9387 -3.9029 -0.015 0.019 0.010
H -2.9722 -6.1157 -3.0028 0.003 0.014 -0.014
H -4.0670 -4.1170 -2.0148 0.022 -0.016 -0.020
H -2.8409 -1.9941 -1.8597 0.063 -0.115 -0.096
H -1.3157 -1.9280 -5.2402 -0.006 0.019 -0.028
H -1.0587 -0.9037 -7.4726 0.005 -0.005 0.035
H 0.4120 1.0563 -7.7814 -0.023 0.005 0.029
H 1.5919 2.0312 -5.8324 -0.017 -0.033 0.006
H 1.3162 1.0341 -3.5997 -0.002 -0.010 -0.030
B 0.1661 1.7559 3.6254 -0.019 0.000 -0.032
N 0.4879 0.2313 3.7765 0.014 -0.069 -0.180
C 0.6448 -0.5213 4.8560 0.047 0.047 0.044
C 0.9419 -1.8250 4.4725 0.022 -0.057 0.065
C 0.9465 -1.7925 3.0950 0.194 0.193 -0.153
N 0.6819 -0.5354 2.6690 -0.340 -0.111 0.198
N 1.1293 2.2465 2.5116 -0.114 0.133 0.105
C 2.1401 3.1150 2.5568 0.004 0.003 -0.081
C 2.6511 3.2680 1.2761 -0.008 0.032 -0.016
C 1.8688 2.4286 0.4932 0.013 0.132 -0.163
N 0.9526 1.8182 1.2463 -0.135 -0.269 0.157
H 0.4131 2.3278 4.6580 -0.089 -0.112 -0.107
H -0.9773 1.8861 3.2259 0.173 -0.037 0.034
H 0.5516 -0.0832 5.8372 0.012 0.001 -0.057
H 1.1250 -2.6741 5.1083 0.006 0.052 -0.036
H 1.1501 -2.5787 2.3858 -0.060 0.036 -0.038
H 2.4318 3.5757 3.4866 -0.080 -0.035 -0.015
H 3.4623 3.9030 0.9635 -0.043 -0.043 -0.003
H 1.9085 2.2449 -0.5690 0.064 -0.054 0.055
C -1.3353 1.5746 -0.3419 -0.109 -0.672 0.208
C -2.5575 1.1455 -1.1070 0.110 -0.013 0.052
C -3.7536 0.8339 -0.4615 -0.007 0.004 0.030
C -4.8679 0.4236 -1.1746 -0.039 -0.023 0.059
C -4.8030 0.3012 -2.5587 -0.233 -0.121 -0.128
C -3.6233 0.6282 -3.2245 -0.013 0.068 -0.096
C -2.5282 1.0606 -2.5017 0.037 0.139 -0.098
C -5.9607 -0.1549 -3.2993 0.223 0.085 0.144
N -6.8833 -0.5211 -3.8801 0.083 0.029 0.029
H -1.6389 2.2375 0.4747 0.186 0.019 0.036
H -0.6556 2.1146 -1.0020 0.130 0.009 0.114
H -3.8108 0.9028 0.6175 -0.024 0.007 -0.031
H -5.7918 0.1892 -0.6605 0.064 -0.016 -0.001
H -3.5736 0.5561 -4.3042 -0.001 0.014 0.033
H -1.6358 1.3718 -3.0351 -0.047 -0.097 0.035
O -1.7095 -2.6742 2.3957 -0.008 -0.016 -0.129
S -2.0849 -1.8416 1.3060 -1.369 -1.244 0.701
O -3.3502 -2.0201 0.6935 0.004 0.075 -0.217
O -0.9357 -1.8425 0.2179 -0.471 -0.838 0.316
O -1.8854 -0.3330 1.7106 -1.344 -0.988 0.591

=====

Record 2
19
Properties=species:S:1:pos:R:3:forces:R:3 method="wB97M-V/def2-TZVPD" lumo_energy_ev=0.8 e_above_lowest_ev=2.5121 e_homo_ev=-6.43 gap_ev=7.3
C 0.1044 0.3634 0.8022 -0.041 1.033 -1.506
C -0.0264 2.5833 -0.7211 0.082 -0.066 0.121
C -0.9782 -1.8752 1.3943 0.141 0.060 0.109
N -0.2320 1.1385 -0.7012 0.518 -1.495 0.499
C 0.0515 -1.0667 0.6481 0.260 -0.665 -0.240
N 1.3682 -0.8618 -1.3285 0.101 0.333 0.251
C 0.8368 -1.6149 -0.3615 -1.171 0.361 -0.345
H -1.1767 0.8819 -0.9716 0.026 0.014 0.056
H 0.5161 0.4458 -1.3049 -0.299 0.305 0.705
H 1.8369 -1.4154 -2.0358 0.030 0.151 0.114
H -0.5968 0.7982 1.5157 0.131 0.022 -0.051
H 1.1193 0.7544 0.9019 -0.020 0.115 0.148
H 0.8293 -2.7031 -0.4754 0.176 0.004 0.148
H 0.9906 2.7904 -0.3867 -0.036 0.037 -0.080
H -0.7221 3.0853 -0.0433 0.045 -0.067 -0.006
H -0.1676 2.9943 -1.7226 0.083 -0.079 0.033
H -0.7687 -2.9428 1.3013 0.003 0.022 -0.003
H -2.0012 -1.7187 1.0277 0.022 -0.013 -0.006
H -0.9834 -1.6368 2.4613 -0.051 -0.072 0.052

=====

Record 3
16
Properties=species:S:1:pos:R:3:forces:R:3 method="wB97M-V/def2-TZVPD" smiles="O[C@@H]1C=CS[C@@H]2C[C@@H]12" lumo_energy_ev=0.7 e_above_lowest_ev=4.4773 e_homo_ev=-8.50 gap_ev=9.2
C -0.7485 0.2093 0.6603 -1.441 -2.686 -1.047
C -1.3137 0.2364 -0.8094 -3.965 -0.985 2.192
C -0.7761 -0.0035 -1.9622 1.453 -0.203 -3.938
C 1.3032 0.2308 -0.5722 0.939 1.683 2.158
C 1.8087 0.0313 0.8566 3.529 -1.363 3.398
C 0.5688 -0.5541 0.4493 -2.742 3.307 0.932
H -1.4470 -0.3985 2.3552 -0.517 -0.600 -0.188
H -0.6731 1.2419 1.1207 0.049 -1.280 -0.459
H -2.4243 -0.0313 -1.0242 1.361 1.379 1.483
H -1.4860 0.0223 -2.9280 2.151 -0.463 2.167
H 0.9992 1.2453 -0.4702 -0.277 0.978 -0.517
H 2.5916 -0.6895 1.3749 -1.213 1.370 -1.959
H 1.7487 0.9318 1.5761 0.052 -1.138 -1.748
H 0.5103 -1.5186 0.0875 -0.348 -2.157 0.093
O -1.7023 -0.6934 1.4620 1.693 2.506 -0.521
S 1.0405 -0.2602 -2.1763 -0.723 -0.348 -2.046

=====

Record 4
11
Properties=species:S:1:pos:R:3:forces:R:3 method="wB97M-V/def2-TZVPD" total_charge=-1 lumo_energy_ev=3.2 e_above_lowest_ev=2.6122 e_homo_ev=-2.33 gap_ev=5.5
C 1.1625 -0.4878 -0.4411 0.583 2.240 3.205
S 2.9232 -0.0051 -0.4605 0.946 -0.834 -0.322
H 0.5217 -0.2246 -1.2171 -0.646 0.242 -1.929
H 0.6878 0.1107 0.4315 0.693 -1.656 -1.111
H 1.3309 -1.5388 -0.2768 -0.610 -0.379 0.237
H 3.1230 1.3016 -0.6176 -0.849 0.361 -0.094
C -2.0420 0.0078 0.7013 2.328 1.928 -0.457
S -1.9246 1.0317 -0.9176 0.008 -0.220 0.578
H -1.1397 0.4234 1.4435 -2.793 -0.679 -1.271
H -1.4704 -0.9793 0.3433 -2.688 1.244 1.297
H -3.1723 0.3605 1.0111 3.028 -2.247 -0.132

=====

Record 5
48
Properties=species:S:1:pos:R:3:forces:R:3 method="wB97M-V/def2-TZVPD" s_squared=3.81 total_charge=+1 lumo_energy_ev="-4.5 / -3.2" e_above_lowest_ev=0.0000 spin_multiplicity=4 e_homo_ev="-12.09 / -12.08" gap_ev="7.6 / 8.9"
Cr -0.0863 -0.8260 -0.2493 -0.286 1.153 -0.871
C 2.9545 -0.6709 -2.4898 -0.017 0.130 -0.104
C 2.9775 -0.1141 -1.1121 0.060 0.009 0.038
N 1.9337 0.0409 -0.3263 0.203 -0.193 0.295
C 2.2543 0.7630 0.8115 0.033 0.003 -0.063
C 3.5590 1.1038 0.9157 0.009 0.039 0.043
S 4.4117 0.5528 -0.4561 -0.165 -0.083 -0.072
C 1.1294 1.1160 1.6660 -0.003 0.001 0.093
C 1.1183 1.8214 2.8219 -0.001 0.018 -0.016
S -0.4818 1.9703 3.3940 0.001 -0.099 -0.094
C -1.0644 1.0630 2.0731 0.025 0.077 0.074
N -0.1186 0.7009 1.2353 -0.112 -0.147 0.193
C -2.5036 0.7089 1.9563 0.018 -0.033 -0.040
H 2.1511 -1.3890 -2.6034 -0.006 0.034 -0.020
H 3.9020 -1.1418 -2.7399 0.011 -0.005 0.006
H 2.7887 0.1600 -3.1824 0.031 -0.059 -0.024
H 4.0512 1.6453 1.7046 -0.007 0.035 0.037
H 1.9528 2.2471 3.3512 0.031 0.015 0.017
H -3.1165 1.3422 2.5937 -0.012 0.005 -0.010
H -2.6343 -0.3342 2.2448 -0.004 0.000 0.019
H -2.8327 0.8137 0.9231 -0.006 0.012 0.024
O -1.2279 -4.1965 0.7190 -0.027 -0.057 0.109
P -0.4810 -3.0804 1.5614 -0.104 -0.112 0.083
O -0.4165 -3.2310 3.0041 0.022 -0.010 0.039
O -1.1211 -1.7774 1.0043 0.072 -0.083 0.014
O 1.0045 -2.9811 0.8836 0.161 -0.337 0.103
P 1.2545 -3.3934 -0.6704 -0.008 0.147 -0.128
O 2.8000 -3.0373 -0.8217 0.057 -0.130 -0.006
O 0.9461 -4.7896 -0.9662 -0.034 -0.057 0.011
O 0.4961 -2.2524 -1.4053 0.154 -0.244 0.261
H -0.7242 -5.0050 0.5281 0.013 0.087 -0.035
H 3.3403 -3.8404 -0.7994 -0.060 0.057 0.004
C -3.5749 -1.7675 -0.7114 -0.031 -0.027 0.016
Se -2.1552 -0.9669 -1.7550 -0.130 -0.113 0.180
C -2.8501 0.8377 -2.0394 0.053 -0.090 -0.129
C -1.8321 1.5400 -2.9209 -0.045 -0.076 -0.044
Se -0.0339 1.4662 -2.1683 -0.033 0.091 -0.027
C -0.2201 2.9505 -0.9261 0.144 0.007 -0.023
H -3.8271 -1.1378 0.1363 0.014 -0.011 -0.015
H -3.1796 -2.7174 -0.3594 -0.011 0.004 -0.012
H -4.4335 -1.9250 -1.3589 0.018 0.020 -0.008
H -3.0132 1.3457 -1.0921 0.042 0.014 0.025
H -3.8067 0.7411 -2.5559 0.018 -0.023 0.051
H -2.0943 2.5820 -3.0999 0.034 -0.003 0.029
H -1.7574 1.0364 -3.8846 -0.021 0.058 -0.017
H -0.3427 3.8704 -1.4920 -0.013 -0.033 -0.020
H 0.7081 3.0008 -0.3593 -0.039 0.026 0.009
H -1.0529 2.7962 -0.2475 -0.046 -0.016 0.006

=====

Record 6
62
Properties=species:S:1:pos:R:3:forces:R:3 method="wB97M-V/def2-TZVPD" total_charge=-1 lumo_energy_ev=2.5 e_homo_ev=-5.25 gap_ev=7.8
C -1.1652 -1.9085 -1.1052 0.010 -0.020 -0.052
N -0.9925 -1.8378 0.3373 0.285 0.292 -0.179
C 0.3308 -2.3117 0.7504 -0.018 -0.187 0.109
C -1.3034 -0.5952 0.9900 -0.099 -0.176 0.009
O -1.4172 -0.6210 2.1951 0.108 0.016 0.112
C -1.4098 0.6353 0.1397 -0.171 -0.092 -0.237
B -1.4944 2.0992 0.8387 -0.621 -0.101 -0.420
Br 0.1547 2.3640 2.0857 0.327 0.103 0.197
C -1.4646 3.2712 -0.2897 0.037 0.167 0.020
C -0.2542 3.2580 -1.2490 0.098 0.028 0.054
C -0.6145 2.9024 -2.6904 -0.063 -0.213 0.087
N -1.2640 4.0037 -3.4367 -0.133 0.025 0.207
H -0.4111 -1.3452 -1.6796 -0.074 -0.057 0.082
H -1.1046 -2.9619 -1.4023 -0.002 0.139 0.022
H -2.1543 -1.5381 -1.3842 0.145 -0.037 0.036
H 0.3252 -2.6063 1.8007 0.022 0.102 -0.103
H 1.1055 -1.5399 0.6129 -0.081 -0.106 -0.026
H 0.6046 -3.1857 0.1515 -0.073 0.075 0.087
H -2.3375 0.5311 -0.4542 0.157 0.014 0.048
H -0.5955 0.5738 -0.6021 -0.101 0.027 0.090
H -2.5037 2.1928 1.5105 0.173 0.011 0.164
H -2.3898 3.1942 -0.8908 0.094 0.006 0.106
H -1.5335 4.2388 0.2253 0.005 -0.095 -0.094
H 0.5017 2.5466 -0.8885 -0.092 0.107 -0.034
H 0.2540 4.2360 -1.2567 -0.019 -0.141 -0.025
H -1.3117 2.0529 -2.6568 0.158 0.062 -0.137
H 0.2711 2.5671 -3.2449 -0.059 0.119 0.065
H -1.0861 4.8683 -2.9294 0.015 -0.074 -0.131
H -2.2710 3.8844 -3.3912 0.101 0.050 -0.024
N -1.1128 -5.9200 3.9783 -0.014 0.003 0.001
C -2.4050 -6.2205 4.0887 0.022 0.018 -0.006
C -3.4260 -5.3103 3.8592 -0.003 0.001 -0.001
C -3.0889 -4.0150 3.4985 0.001 0.010 -0.004
C -1.7494 -3.6791 3.3808 -0.051 -0.029 0.029
C -0.8088 -4.6694 3.6292 0.018 0.012 0.002
H -2.6351 -7.2421 4.3743 0.000 0.002 -0.002
H -4.4594 -5.6158 3.9614 0.004 -0.002 0.001
H -3.8528 -3.2722 3.3060 0.006 0.002 0.003
H -1.4596 -2.6751 3.0923 -0.006 -0.002 -0.019
H 0.2504 -4.4478 3.5385 -0.012 -0.004 0.010
N 4.3978 -0.4140 5.0887 -0.010 -0.029 0.005
C 3.8827 -1.6244 5.2996 0.012 0.040 -0.012
C 2.5346 -1.9203 5.1648 -0.009 -0.017 -0.006
C 1.6669 -0.9050 4.7914 -0.015 -0.011 -0.015
C 2.1840 0.3617 4.5746 -0.026 0.006 0.032
C 3.5494 0.5511 4.7320 -0.003 -0.032 0.031
H 4.5865 -2.3986 5.5891 -0.002 0.003 0.001
H 2.1784 -2.9261 5.3482 0.001 0.002 -0.005
H 0.6081 -1.0904 4.6599 -0.016 0.015 -0.022
H 1.5393 1.1773 4.2775 0.013 0.002 -0.086
H 3.9855 1.5292 4.5597 -0.003 -0.004 -0.003
N 2.1646 2.5605 -5.4821 0.041 -0.022 -0.001
C 1.6337 3.7362 -5.8067 -0.021 -0.028 0.036
C 1.2617 4.0746 -7.1006 -0.006 0.006 -0.021
C 1.4482 3.1441 -8.1088 0.009 -0.007 0.023
C 1.9974 1.9134 -7.7823 -0.011 0.014 -0.003
C 2.3360 1.6732 -6.4589 -0.016 0.023 -0.008
H 1.4873 4.4356 -4.9919 -0.032 -0.014 0.000
H 0.8280 5.0447 -7.3024 -0.007 -0.006 0.005
H 1.1664 3.3707 -9.1295 0.002 -0.001 0.000
H 2.1586 1.1513 -8.5332 -0.002 0.000 0.002
H 2.7632 0.7197 -6.1665 0.005 0.006 -0.002